--- w ---
Computed, not measured: a single C3H8N2O molecule, with wB97M-V/def2-TZVPD.

```
14
Properties=species:S:1:pos:R:3
N 2.3118 0.0704 -0.0990
C 1.2824 -0.8549 -0.5518
C -0.0421 -0.6795 0.2276
N -0.6277 0.5878 0.0230
C -1.9612 0.7236 0.5990
O -0.6473 -1.5990 0.7094
H 2.0190 0.6422 0.6832
H 2.6598 0.6769 -0.8213
H 1.0387 -0.6297 -1.5917
H 1.4986 -1.9021 -0.3373
H -0.5630 0.7699 -0.9671
H -2.3119 1.7450 0.5248
H -2.6786 0.1421 0.0046
H -1.9786 0.3072 1.5965
```

Calculated values
Molecular weight, g mol⁻¹: 88.1
Frontier orbital gap, eV: 9.9
Structure (SMILES): CNC(=O)CN
Total charge: 0
Highest occupied orbital energy, eV: -9.204


--- x ---
Computed, not measured: a single C3H8N2O molecule, with wB97M-V/def2-TZVPD.

```
14
Properties=species:S:1:pos:R:3
C -2.2277 0.4204 0.1600
N -0.7821 0.4766 0.0830
C -0.1087 -0.6516 -0.2544
O -0.6604 -1.7016 -0.6158
N 1.2406 -0.7544 -0.2465
C 2.2342 0.2775 0.0257
H -2.6672 1.3312 -0.2527
H -2.5796 0.2771 1.1886
H -2.5417 -0.4359 -0.4378
H -0.2962 1.2599 0.4864
H 1.1491 -1.7457 -0.6033
H 3.2402 -0.1445 -0.0033
H 2.2022 1.1091 -0.6981
H 2.1086 0.7192 1.0304
```

Calculated values
Molecular weight, g mol⁻¹: 88.1
Frontier orbital gap, eV: 10.0
Structure (SMILES): CNC(=O)NC
Total charge: 0
Highest occupied orbital energy, eV: -9.219


--- y ---
Computed, not measured: a molecular structure, C3H8N2O, with wB97M-V/def2-TZVPD.

```
14
Properties=species:S:1:pos:R:3
C -1.8480 0.3536 0.1874
N -0.0610 -0.1411 -0.3447
N 0.2547 -1.4990 -0.2827
C 0.9784 0.7498 -0.0466
C 2.1068 0.4236 0.5784
O -0.9898 0.2858 -1.3699
H 0.5839 -1.7780 -1.2086
H -0.6087 -2.0076 -0.1049
H 0.7440 1.7545 -0.3702
H -1.5541 1.2543 0.7165
H -1.9532 -0.5002 0.8622
H -2.7913 0.5027 -0.3286
H 2.3136 -0.5899 0.8868
H 2.8247 1.1913 0.8249
```

Calculated values
Molecular weight, g mol⁻¹: 88.1
Frontier orbital gap, eV: 8.6
Total charge: 0
Highest occupied orbital energy, eV: -7.687


--- z ---
Computed, not measured: a single C3H8N2O molecule, with wB97M-V/def2-TZVPD.

```
14
Properties=species:S:1:pos:R:3
C -2.5766 0.4596 -0.3691
N -1.3882 -0.1822 0.1396
C -0.1903 0.1560 -0.6155
C 1.0681 -0.1274 0.1826
N 2.2020 0.4244 -0.3342
O 1.0557 -0.7484 1.2171
H -2.4275 1.4997 -0.6587
H -2.9706 -0.0451 -1.2522
H -3.3636 0.4002 0.3711
H -1.2564 0.0717 1.1093
H -0.2346 -0.4183 -1.5478
H -0.2185 1.1931 -0.9528
H 2.1929 0.7962 -1.2678
H 3.0757 0.2395 0.1227
```

Calculated values
Molecular weight, g mol⁻¹: 88.1
Frontier orbital gap, eV: 9.8
Structure (SMILES): CNCC(N)=O
Total charge: 0
Highest occupied orbital energy, eV: -8.908


Most stable one: z, least stable one: y.